a | C7H7NO | ωB97M-V/def2-TZVPD

Its SMILES is CC(=O)c1ccccn1. The spin multiplicity is 1. The calculation puts the frontier orbital gap at 10.08 eV.

Geometry (Å):
1 C -1.770 -1.319 -1.554
2 C -0.301 -0.996 -1.329
3 C 0.016 -0.179 -0.175
4 C 0.679 1.108 -0.447
5 C 0.896 1.910 0.720
6 C 0.603 1.525 1.933
7 C 0.017 0.253 2.108
8 H -2.249 -0.374 -1.925
9 H -2.166 -1.415 -0.386
10 H -1.798 -2.063 -2.270
11 H 0.864 1.296 -1.543
12 H 1.367 2.628 0.615
13 H 0.780 2.111 2.876
14 H -0.387 -0.025 3.174
15 N -0.312 -0.533 1.102
16 O 0.616 -1.531 -1.974

Mulliken population analysis, charges in e, atoms 1 to 2: C -1.04; C 0.33

b | C7H7NO | ωB97M-V/def2-TZVPD

Its SMILES is C1=C2[C@@H]3[C@@H]4[C@H](O1)[C@H]2CN43. The spin multiplicity is 1. The calculation puts the frontier orbital gap at 8.15 eV.

Geometry (Å):
1 C -1.656 -0.669 -0.214
2 C -0.297 -1.127 -0.373
3 C 0.403 -0.612 0.870
4 C 1.610 0.217 -0.645
5 C 0.335 -0.022 -1.229
6 C -0.394 1.204 -0.392
7 C -0.285 0.637 0.998
8 H -2.204 -1.028 -1.116
9 H -2.155 -1.164 0.701
10 H -0.188 -2.137 -0.660
11 H 0.571 -1.306 1.705
12 H 2.381 0.930 -1.071
13 H -0.079 2.235 -0.667
14 H -0.456 1.340 1.921
15 N -1.597 0.718 0.149
16 O 1.875 -0.208 0.506

Mulliken population analysis, charges in e, atoms 1 to 2: C -0.30; C -0.66

c | C7H7NO | ωB97M-V/def2-TZVPD

Its SMILES is CC(=O)c1ccccn1. The spin multiplicity is 1. The calculation puts the frontier orbital gap at 9.66 eV.

Geometry (Å):
1 C 2.038 1.763 -0.134
2 C 1.450 0.493 -0.843
3 C 0.167 -0.027 -0.264
4 C -0.050 -1.402 -0.507
5 C -1.287 -1.877 0.040
6 C -2.159 -1.075 0.718
7 C -1.742 0.285 0.870
8 H 3.277 2.015 -0.414
9 H 1.281 2.653 -0.505
10 H 2.126 1.652 0.831
11 H 0.461 -1.942 -0.987
12 H -1.536 -2.990 -0.115
13 H -3.021 -1.264 1.263
14 H -2.382 0.943 1.387
15 N -0.588 0.727 0.418
16 O 1.964 0.046 -1.757

Mulliken population analysis, charges in e, atoms 1 to 2: C -0.96; C 0.37

d | C7H7NO | ωB97M-V/def2-TZVPD

Its SMILES is CC(=O)c1ccccn1. The spin multiplicity is 1. The calculation puts the frontier orbital gap at 9.52 eV.

Geometry (Å):
1 C -2.536 -0.953 -0.021
2 C -1.713 0.319 0.015
3 C -0.242 0.275 -0.041
4 C 0.611 1.366 0.036
5 C 1.922 1.213 0.014
6 C 2.397 -0.048 -0.054
7 C 1.565 -1.129 0.011
8 H -3.798 -0.681 -0.034
9 H -2.228 -1.468 -0.806
10 H -2.053 -1.364 0.997
11 H 0.130 2.276 0.048
12 H 2.442 2.139 -0.114
13 H 3.545 -0.395 -0.002
14 H 1.951 -1.996 0.016
15 N 0.249 -1.018 -0.030
16 O -2.241 1.464 -0.034

Mulliken population analysis, charges in e, atoms 1 to 2: C -0.93; C 0.44

Most stable structure, least stable structure: d, b.

a | C6H5N3O | ωB97M-V/def2-TZVPD

The spin multiplicity is 1. The calculation puts the frontier orbital gap (alpha / beta) at 5.20 / 5.20 eV.

Geometry (Å):
1 C 2.411 1.247 -0.562
2 C 1.202 1.334 -1.197
3 C 1.084 0.012 0.500
4 C -1.894 -0.526 -0.231
5 C -1.771 -1.271 0.826
6 C -1.100 -1.875 1.890
7 N 2.302 0.403 0.505
8 N 0.343 0.503 -0.499
9 N -0.948 0.259 -0.924
10 O -1.201 -1.614 3.076
11 H 3.333 1.742 -0.787
12 H 0.887 1.889 -2.057
13 H -2.851 -0.472 -0.744
14 H -0.448 -2.716 1.558
15 H -1.351 1.084 -1.354

Mulliken population analysis, charges in e, atoms 1 to 2: C -0.42; C -0.27

b | C6H5N3O | ωB97M-V/def2-TZVPD

Its SMILES is O=c1[nH]ncn2cccc12. The spin multiplicity is 1. The calculation puts the frontier orbital gap at 9.75 eV.

Geometry (Å):
1 C -1.491 0.971 0.006
2 C -0.585 -1.691 -0.045
3 C 1.732 -0.691 0.024
4 C 2.175 0.607 0.007
5 C 1.027 1.468 -0.033
6 C -0.072 0.662 0.020
7 H -3.286 -0.103 -0.047
8 H -0.236 -2.706 -0.088
9 H 2.232 -1.636 0.040
10 H 3.234 0.894 0.034
11 H 1.024 2.534 -0.016
12 N -2.266 -0.204 0.079
13 N -1.856 -1.500 -0.017
14 N 0.353 -0.673 0.047
15 O -1.985 2.068 -0.011

Mulliken population analysis, charges in e, atoms 1 to 2: C 0.13; C 0.05

Most stable structure, least stable structure: b, a.

a | C4H6ClF | ωB97M-V/def2-TZVPD

Its SMILES is FC1(CCl)CC1. The spin multiplicity is 1. The calculation puts the frontier orbital gap at 11.56 eV.

Geometry (Å):
1 C 0.264 -1.025 -0.295
2 C 0.275 0.491 -0.618
3 C 0.391 1.462 0.464
4 C -0.912 1.346 -0.392
5 H 1.261 -1.353 -0.024
6 H -0.283 -1.558 -1.041
7 H 0.375 1.141 1.481
8 H 1.071 2.321 0.364
9 H -1.754 0.831 -0.006
10 H -1.224 2.106 -1.139
11 F 1.124 0.588 -1.653
12 Cl -0.568 -1.319 1.193

Mulliken population analysis, charges in e, atoms 1 to 2: C -0.55; C 0.85

b | C4H6ClF | ωB97M-V/def2-TZVPD

Its SMILES is C[C@@H]1C[C@@]1(F)Cl. The spin multiplicity is 1. The calculation puts the frontier orbital gap at 11.03 eV.

Geometry (Å):
1 C 0.780 1.974 -0.849
2 C -0.231 0.782 -0.817
3 C -1.226 0.751 0.276
4 C -0.017 -0.143 0.239
5 H 1.776 1.610 -1.274
6 H 0.513 2.740 -1.519
7 H 0.994 2.344 0.249
8 H -0.571 0.378 -1.753
9 H -1.163 1.480 1.107
10 H -2.213 0.357 0.150
11 F 1.061 0.236 1.006
12 Cl -0.278 -1.836 0.052

Mulliken population analysis, charges in e, atoms 1 to 2: C -1.12; C -0.09

c | C4H6ClF | ωB97M-V/def2-TZVPD

Its SMILES is C=CC(=C)F.Cl. The spin multiplicity is 1. The calculation puts the frontier orbital gap at 9.93 eV.

Geometry (Å):
1 C -1.295 -0.991 0.012
2 C -0.633 -0.165 -0.763
3 C 1.641 -1.197 -0.492
4 C 0.847 -0.185 -0.810
5 F 1.423 1.021 -1.088
6 Cl -0.739 3.096 2.662
7 H -2.416 -0.883 0.237
8 H -0.755 -1.629 0.599
9 H -1.082 0.756 -1.053
10 H -0.839 3.480 1.544
11 H 1.212 -2.133 -0.263
12 H 2.637 -1.170 -0.586

Mulliken population analysis, charges in e, atoms 1 to 2: C -0.60; C -0.32

Most stable structure, least stable structure: a, c.

a | C2H2N4O | ωB97M-V/def2-TZVPD

Its SMILES is N#CN=O.N#CN. The spin multiplicity is 1. The calculation puts the frontier orbital gap (alpha / beta) at 8.02 / 8.03 eV.

Geometry (Å):
1 C -1.514 -0.796 -0.384
2 C 1.207 1.010 0.515
3 N -1.700 -1.752 0.225
4 N 1.333 2.138 0.428
5 N -0.877 0.114 -1.047
6 N 0.963 -0.259 0.397
7 O -1.112 1.311 -1.007
8 H 1.150 -0.964 -0.328
9 H 0.551 -0.804 1.203

Mulliken population analysis, charges in e, atoms 1 to 2: C 0.60; C 0.41

b | C2H2N4O | ωB97M-V/def2-TZVPD

Its SMILES is N#C/N=C(\N)N=O. The spin multiplicity is 1. The calculation puts the frontier orbital gap (alpha / beta) at 8.59 / 8.59 eV.

Geometry (Å):
1 C -1.241 1.525 -0.100
2 C 0.132 -0.458 0.008
3 N -1.621 2.601 -0.204
4 N -0.495 -1.559 -0.441
5 N -0.937 0.302 0.244
6 N 1.486 -0.067 -0.114
7 O -1.146 -2.380 0.109
8 H 2.143 -0.761 0.171
9 H 1.679 0.797 0.326

Mulliken population analysis, charges in e, atoms 1 to 2: C 0.36; C 0.56

c | C2H2N4O | ωB97M-V/def2-TZVPD

Its SMILES is OC=C1N=NN=N1. The spin multiplicity is 1. The calculation puts the frontier orbital gap at 9.08 eV.

Geometry (Å):
1 C -0.904 0.439 0.074
2 C 0.254 -0.145 -0.032
3 H -2.113 1.833 -0.169
4 H -1.747 -0.071 0.664
5 N 0.335 -1.496 0.301
6 N 1.525 -1.850 0.064
7 N 2.314 -0.652 -0.190
8 N 1.527 0.274 -0.386
9 O -1.192 1.668 -0.325

Mulliken population analysis, charges in e, atoms 1 to 2: C 0.32; C 0.11

Most stable structure, least stable structure: c, a.

a | C6H9NS | ωB97M-V/def2-TZVPD

Its SMILES is C#C[C@@]1(CS)N[C@@H]1C. The spin multiplicity is 1. The calculation puts the frontier orbital gap at 9.57 eV.

Geometry (Å):
1 C -0.723 -1.928 0.745
2 C -0.998 -0.734 0.076
3 C -0.114 0.575 -0.065
4 C 1.211 0.598 0.732
5 C -0.182 1.215 -1.322
6 C -0.288 1.952 -2.321
7 H -0.221 -1.885 1.717
8 H -1.720 -2.402 1.085
9 H -0.189 -2.682 0.027
10 H -1.553 -0.872 -0.875
11 H -1.250 0.754 1.571
12 H 1.025 0.043 1.517
13 H 1.339 1.642 0.907
14 H 2.931 0.452 -1.205
15 H -0.277 3.006 -3.000
16 N -1.400 0.656 0.472
17 S 2.408 -0.389 -0.062

Mulliken population analysis, charges in e, atoms 1 to 2: C -1.19; C 0.08

b | C6H9NS | ωB97M-V/def2-TZVPD

Its SMILES is C=C1S[C@@H]2C[C@H]1[C@@H]2N. The spin multiplicity is 1. The calculation puts the frontier orbital gap at 8.81 eV.

Geometry (Å):
1 C -0.969 0.187 0.631
2 C -1.102 0.569 -0.854
3 C 0.022 1.591 -0.575
4 C 0.535 0.495 0.384
5 C 1.007 -0.606 -0.514
6 C 2.122 -1.332 -0.402
7 H -2.289 -1.342 1.026
8 H -0.974 -1.274 2.048
9 H -1.427 1.006 1.228
10 H -2.036 0.877 -1.345
11 H 0.648 1.860 -1.430
12 H -0.331 2.468 -0.050
13 H 1.197 0.706 1.212
14 H 2.352 -2.137 -1.119
15 H 2.803 -1.152 0.438
16 N -1.290 -1.146 1.079
17 S -0.268 -0.771 -1.755

Mulliken population analysis, charges in e, atoms 1 to 2: C -0.37; C -0.08

Most stable structure, least stable structure: b, a.

a | C6H9NS | ωB97M-V/def2-TZVPD

Its SMILES is C[C@@H]1[C@@H]2[C@H]3[C@@H]2[C@H]3N1S. The spin multiplicity is 1. The calculation puts the frontier orbital gap at 9.47 eV.

Geometry (Å):
1 C 1.167 1.244 0.002
2 C 1.077 0.734 1.388
3 C -0.180 1.084 0.648
4 C 1.447 -0.198 0.271
5 C -0.838 -0.174 0.096
6 C -1.593 0.077 -1.204
7 N 0.339 -1.017 -0.158
8 S 0.306 -2.604 0.475
9 H 1.672 2.033 -0.507
10 H 1.483 0.986 2.341
11 H -0.787 1.931 0.925
12 H 2.423 -0.648 0.174
13 H -1.506 -0.639 0.831
14 H -0.928 0.535 -1.932
15 H -2.435 0.740 -1.024
16 H -1.963 -0.860 -1.610
17 H 0.315 -3.224 -0.715

Mulliken population analysis, charges in e, atoms 1 to 2: C -0.51; C -0.32

b | C6H9NS | ωB97M-V/def2-TZVPD

Its SMILES is C#C[C@@H](N)[C@H]1CCS1. The spin multiplicity is 1. The calculation puts the frontier orbital gap at 9.30 eV.

Geometry (Å):
1 C 0.975 -0.369 -0.860
2 C 1.202 1.051 -0.587
3 C 1.316 2.225 -0.345
4 C -0.461 -0.847 -0.435
5 C -0.890 -0.412 0.955
6 C -1.938 0.656 0.543
7 H 1.910 -1.058 0.794
8 H 1.825 -2.091 -0.339
9 H 0.973 -0.695 -1.918
10 H 1.385 3.310 -0.153
11 H -0.498 -1.922 -0.671
12 H -1.359 -1.193 1.573
13 H -0.133 0.128 1.525
14 H -2.963 0.577 0.892
15 H -1.540 1.700 0.522
16 N 2.032 -1.114 -0.229
17 S -1.837 0.053 -1.264

Mulliken population analysis, charges in e, atoms 1 to 2: C -0.01; C -0.73

c | C6H9NS | ωB97M-V/def2-TZVPD

Its SMILES is C=C1CN[C@@H](C)C1=S. The spin multiplicity is 1. The calculation puts the frontier orbital gap at 7.97 eV.

Geometry (Å):
1 C -0.674 -1.996 -1.209
2 C -0.482 -1.156 0.048
3 C -1.382 0.590 1.337
4 C -0.118 1.120 0.698
5 C 0.396 2.348 0.786
6 C 0.463 0.012 -0.104
7 H -1.114 -1.406 -2.018
8 H 0.254 -2.423 -1.511
9 H -1.369 -2.791 -0.992
10 H -0.056 -1.811 0.836
11 H -2.357 -1.181 0.911
12 H -2.157 1.365 1.366
13 H -1.181 0.297 2.384
14 H -0.059 3.121 1.359
15 H 1.320 2.567 0.277
16 N -1.734 -0.524 0.461
17 S 1.852 0.026 -0.948

Mulliken population analysis, charges in e, atoms 1 to 2: C -1.52; C 0.59

Most stable structure, least stable structure: c, b.

a | C6H9NS | ωB97M-V/def2-TZVPD

Its SMILES is C=C1SC[C@@H]2[C@@H]1N2C. The spin multiplicity is 1. The calculation puts the frontier orbital gap at 8.91 eV.

Geometry (Å):
1 C 2.778 -1.077 0.431
2 C 0.914 0.316 -0.749
3 C -0.062 1.501 -1.107
4 C -0.928 -0.479 0.454
5 C -1.641 -1.461 1.113
6 C 0.408 0.152 0.770
7 H 2.824 -1.174 1.517
8 H 2.234 -1.987 -0.038
9 H 3.944 -0.893 0.242
10 H 0.603 -0.732 -1.226
11 H -0.019 2.318 -0.436
12 H -0.011 1.810 -2.189
13 H -2.581 -1.980 0.941
14 H -1.074 -1.985 2.004
15 H 0.317 1.031 1.331
16 N 1.810 0.171 0.338
17 S -1.732 0.543 -0.624

Mulliken population analysis, charges in e, atoms 1 to 2: C -0.68; C -0.12

b | C6H9NS | ωB97M-V/def2-TZVPD

The spin multiplicity is 1. The calculation puts the frontier orbital gap at 9.63 eV.

Geometry (Å):
1 C 1.794 1.343 0.184
2 C -1.321 1.152 -0.180
3 C -2.457 0.202 -0.247
4 C -0.283 0.018 -0.471
5 C 1.967 -1.053 0.901
6 C 1.052 0.149 0.657
7 N 2.381 2.165 -0.344
8 S -1.424 -1.253 -0.147
9 H -1.400 1.913 -0.875
10 H -1.064 1.305 0.896
11 H -3.264 0.305 0.470
12 H -2.903 0.317 -1.261
13 H 0.197 -0.134 -1.416
14 H 3.059 -0.563 1.141
15 H 1.619 -1.664 1.645
16 H 2.187 -1.629 -0.079
17 H 0.685 0.354 1.630

Mulliken population analysis, charges in e, atoms 1 to 2: C 0.25; C -0.82

Most stable structure, least stable structure: b, a.